# 1
{
  "formula": "C13H24KN6NbO",
  "method": "ωB97M-V with the def2-TZVPD basis set",
  "gap_ev": [6.95, 6.95],
  "lumo_ev": [-8.633, -8.633],
  "e_homo_ev": [-15.585, -15.586],
  "total_energy_ha": -1569.9158,
  "total_charge": 2,
  "multiplicity": 1,
  "species": ["N", "C", "O", "K", "Nb", "N", "N", "C", "C", "C", "C", "C", "C", "C", "C", "H", "H", "H", "H", "H", "H", "H", "H", "H", "H", "H", "H", "H", "H", "H", "H", "H", "H", "C", "H", "H", "H", "C", "H", "H", "H", "N", "C", "N", "C", "N"],
  "xyz": [[-0.82836, -0.37376, 1.85142], [-1.51614, -0.07123, 2.81477], [-2.19095, 0.19143, 3.74710], [0.04905, -2.96716, 0.74130], [-0.12325, 0.38161, 0.10830], [-1.27277, -0.62945, -1.19811], [1.74506, -0.28727, 0.09321], [-2.74710, -0.40102, -1.25622], [2.92944, -0.52639, 0.95255], [-3.43874, -1.58898, -0.58382], [-3.18460, -0.29571, -2.71938], [-3.11765, 0.88660, -0.52864], [3.80886, -1.61794, 0.32204], [3.75339, 0.76071, 1.08424], [2.45965, -0.97213, 2.33484], [-3.16562, -2.54019, -1.06291], [-4.52833, -1.45340, -0.65978], [-3.17372, -1.65128, 0.48330], [-2.62425, 0.49100, -3.23839], [-4.25211, -0.03770, -2.75750], [-3.04558, -1.23568, -3.26636], [-2.84320, 0.86167, 0.54146], [-4.21413, 0.98896, -0.57674], [-2.68183, 1.77666, -1.01071], [3.24145, -2.54441, 0.13050], [4.62747, -1.86369, 1.01543], [4.25351, -1.28266, -0.62560], [4.19694, 1.05884, 0.12607], [4.57662, 0.58467, 1.79363], [3.13774, 1.58452, 1.46781], [1.69624, -0.30631, 2.76153], [3.33172, -0.96361, 3.00570], [2.07876, -2.00881, 2.34982], [2.00554, 0.25854, -1.29078], [1.10677, 0.82392, -1.67308], [2.86105, 0.95415, -1.31400], [2.21183, -0.55965, -2.00015], [-0.74012, -1.73466, -2.05430], [-0.73367, -1.44080, -3.11737], [0.31528, -1.96962, -1.81418], [-1.32752, -2.66717, -1.93544], [-0.37227, 2.29784, 0.54191], [-0.48469, 3.42793, 0.92647], [-0.90774, 4.59371, 1.06258], [-0.54147, 5.56151, 1.88209], [-0.33057, 6.50642, 2.54544]],
  "forces_ev_per_angstrom": [[0.40, 0.21, -0.92], [-1.59, 0.57, 2.29], [1.75, -0.67, -2.41], [-0.07, -0.44, 0.27], [-0.24, -0.61, 0.73], [1.93, 0.34, 1.08], [-2.08, 1.18, -1.06], [-0.20, -0.29, -0.40], [0.47, -0.12, 0.24], [-0.08, -0.14, 0.19], [-0.07, 0.08, -0.18], [-0.04, 0.16, 0.07], [-0.03, -0.10, -0.07], [0.05, 0.11, 0.11], [0.06, -0.06, 0.30], [-0.29, 0.26, 0.07], [0.37, -0.20, 0.05], [-0.12, 0.08, -0.21], [-0.12, -0.09, 0.08], [0.31, -0.10, -0.02], [-0.10, 0.18, 0.14], [-0.15, 0.05, -0.30], [0.44, 0.07, 0.14], [-0.12, -0.25, 0.13], [0.15, 0.23, 0.07], [-0.25, 0.08, -0.28], [-0.09, -0.12, 0.26], [-0.01, -0.03, 0.34], [-0.27, 0.10, -0.30], [0.15, -0.13, -0.04], [0.28, -0.15, -0.12], [-0.37, -0.05, -0.15], [0.09, 0.30, -0.06], [0.46, -0.66, 0.31], [0.39, -0.15, -0.18], [-0.64, -0.10, 0.14], [-0.30, 0.38, 0.14], [0.13, 0.32, -0.12], [-0.19, -0.20, 0.39], [-0.41, 0.27, 0.02], [0.16, 0.55, -0.15], [0.87, -2.20, -0.63], [-1.99, 3.60, -0.26], [1.29, -3.04, -0.01], [0.43, 3.00, 1.72], [-0.35, -2.22, -1.41]]
}

# 2
{
  "formula": "C47H46I2N5O3PRe",
  "method": "ωB97M-V with the def2-TZVPD basis set",
  "gap_ev": [6.15, 6.94],
  "lumo_ev": [0.130, -0.237],
  "e_homo_ev": [-6.015, -7.179],
  "de_lowest_kj_mol": 86.0,
  "total_energy_ha": -3333.1288,
  "total_charge": 0,
  "multiplicity": 4,
  "species": ["Re", "I", "C", "C", "C", "I", "C", "O", "C", "C", "N", "C", "C", "C", "C", "C", "C", "N", "C", "H", "H", "H", "H", "H", "H", "H", "H", "H", "H", "H", "O", "C", "O", "C", "C", "C", "C", "C", "C", "P", "C", "C", "C", "C", "C", "C", "C", "C", "C", "C", "C", "C", "H", "H", "H", "H", "H", "H", "H", "H", "H", "H", "H", "H", "H", "H", "C", "C", "C", "C", "C", "C", "C", "C", "C", "C", "C", "C", "N", "H", "H", "H", "H", "H", "H", "H", "H", "H", "H", "H", "H", "H", "H", "H", "H", "H", "N", "C", "C", "N", "C", "H", "H", "H", "H"],
  "xyz": [[-0.98102, -0.07433, 0.45487], [-0.59325, -7.78925, -0.92463], [-1.07681, -5.75685, -0.58755], [-2.38919, -5.32792, -0.69901], [-2.65891, -4.00737, -0.44026], [-4.60237, -3.21779, -0.61030], [-1.68483, -3.06453, -0.04514], [-2.10773, -1.87641, 0.24280], [-0.35081, -3.53690, 0.01248], [0.77519, -2.63957, 0.45502], [0.77729, -1.32575, -0.19748], [1.07229, -1.38205, -1.62726], [-0.15076, -1.30049, -2.49624], [-0.14027, -1.81743, -3.78643], [-1.27619, -1.69883, -4.56815], [-2.39936, -1.09550, -4.01906], [-2.31803, -0.59401, -2.73277], [-1.21078, -0.66789, -2.00106], [-0.07345, -4.86958, -0.25082], [-3.18186, -6.00092, -0.98544], [0.68584, -2.47059, 1.53794], [1.73013, -3.15494, 0.27076], [1.52565, -0.77854, 0.24154], [1.68412, -0.50161, -1.87518], [1.65518, -2.27773, -1.88213], [0.74335, -2.31078, -4.16122], [-1.28577, -2.08403, -5.57638], [-3.31963, -1.01787, -4.57506], [-3.16857, -0.12382, -2.26232], [0.94556, -5.22161, -0.17270], [0.04695, 2.53664, 2.71051], [0.93482, 2.05510, 2.03700], [0.82465, 1.03870, 1.24592], [2.33160, 2.61602, 2.04605], [2.77909, 3.34727, 3.13989], [4.06292, 3.85886, 3.15031], [4.90818, 3.64239, 2.07008], [4.46945, 2.90648, 0.98701], [3.17346, 2.40343, 0.95836], [2.62546, 1.36567, -0.44707], [3.27711, 2.30942, -1.87622], [3.42144, 3.69255, -1.81373], [3.68521, 4.42891, -2.95476], [3.79527, 3.79716, -4.18290], [3.60682, 2.42659, -4.26514], [3.32939, 1.69446, -3.12559], [3.92170, 0.08851, -0.14990], [4.91953, -0.28892, -1.03984], [5.79279, -1.31340, -0.71055], [5.68784, -1.97124, 0.50206], [4.69306, -1.60330, 1.39377], [3.81836, -0.58764, 1.06811], [2.10671, 3.49282, 3.97266], [4.41626, 4.41775, 4.00311], [5.91161, 4.04290, 2.07723], [5.13644, 2.71456, 0.15753], [3.32353, 4.19325, -0.86118], [3.79715, 5.50129, -2.88560], [4.00050, 4.37206, -5.07335], [3.65946, 1.93785, -5.22684], [3.15002, 0.63041, -3.20844], [5.03616, 0.21997, -1.98597], [6.56799, -1.59793, -1.40714], [6.38396, -2.75735, 0.76018], [4.59829, -2.10327, 2.34706], [3.05224, -0.29746, 1.77772], [-4.55405, 1.13457, -0.20938], [-4.35465, 2.31193, 0.74233], [-3.18337, 3.20035, 0.33262], [-4.15159, 1.84725, 2.15939], [-5.00815, 2.32449, 3.12483], [-4.93062, 1.90468, 4.44267], [-3.98387, 0.94918, 4.77482], [-3.07810, 0.45018, 3.86171], [-2.15959, -0.65617, 4.32466], [-2.50992, -1.95327, 3.59420], [-0.67659, -0.31658, 4.20076], [-3.09388, 0.93589, 2.50648], [-2.20113, 0.58430, 1.62340], [-4.83432, 1.49750, -1.19657], [-5.34235, 0.48073, 0.15699], [-3.63171, 0.55319, -0.27404], [-5.27485, 2.90699, 0.72537], [-2.26097, 2.63264, 0.43161], [-3.12820, 4.06226, 0.99381], [-3.27864, 3.54710, -0.69391], [-5.76268, 3.04343, 2.83838], [-5.61545, 2.28921, 5.18199], [-3.96029, 0.57517, 5.78966], [-2.36670, -0.81177, 5.39057], [-2.34226, -1.83424, 2.52671], [-3.55759, -2.19542, 3.75457], [-1.90535, -2.78121, 3.95829], [-0.38103, -0.26593, 3.15159], [-0.07800, -1.08178, 4.69327], [-0.46970, 0.64809, 4.65775], [0.29516, 3.39996, -2.83834], [0.39568, 4.10724, -1.67637], [-0.05069, 3.27400, -0.69422], [-0.41489, 2.07620, -1.23420], [-0.19432, 2.18187, -2.51855], [0.57149, 3.71317, -3.75400], [0.75993, 5.11169, -1.64114], [-0.14086, 3.47431, 0.35247], [-0.37601, 1.43154, -3.26203]],
  "forces_ev_per_angstrom": [[-0.72, -0.42, 0.48], [-0.12, 0.42, 0.04], [0.23, -0.57, -0.08], [0.03, -0.06, -0.04], [-0.45, 0.53, -0.03], [0.10, -0.34, -0.05], [0.15, -0.91, -0.27], [0.68, 1.93, 0.57], [-0.16, 0.41, 0.00], [-0.19, -0.57, 0.36], [0.25, 0.53, 0.31], [0.15, 0.11, -0.55], [0.03, -0.22, -0.12], [-0.11, 0.03, 0.01], [0.04, 0.07, 0.23], [0.13, 0.00, -0.03], [-0.23, 0.04, -0.06], [0.45, 0.01, 0.61], [-0.05, -0.13, -0.09], [-0.04, -0.07, -0.01], [0.11, 0.12, -0.14], [-0.12, 0.17, 0.07], [-0.17, -0.11, -0.17], [-0.09, -0.22, 0.16], [-0.10, 0.12, 0.10], [0.09, -0.07, -0.02], [-0.05, -0.06, -0.07], [-0.10, 0.04, -0.01], [-0.07, 0.08, 0.04], [0.10, 0.00, -0.01], [-0.02, 0.29, 0.05], [-0.21, 0.11, 0.56], [-1.38, -1.19, -0.31], [0.04, 0.04, -0.14], [-0.03, 0.03, 0.04], [-0.05, 0.00, 0.07], [0.05, 0.00, -0.02], [0.06, 0.10, 0.10], [-0.24, 0.00, 0.06], [0.90, 0.21, -0.61], [-0.11, 0.04, 0.21], [0.22, -0.02, -0.02], [0.02, 0.08, -0.05], [-0.10, 0.10, -0.03], [-0.01, 0.00, -0.18], [0.08, -0.02, 0.03], [-0.09, -0.01, -0.14], [-0.07, 0.00, 0.00], [0.15, -0.12, -0.04], [0.10, -0.09, 0.03], [0.03, -0.11, 0.08], [-0.09, 0.01, -0.02], [-0.06, 0.04, 0.03], [0.01, 0.07, 0.10], [0.09, 0.00, 0.02], [0.05, 0.01, -0.05], [0.02, 0.07, -0.01], [0.04, 0.10, 0.00], [0.05, 0.05, -0.09], [0.03, -0.09, -0.08], [-0.01, -0.10, -0.04], [0.01, 0.04, -0.02], [0.08, 0.00, -0.06], [0.01, -0.04, -0.03], [0.02, -0.05, 0.07], [-0.04, 0.05, 0.08], [0.06, 0.12, 0.03], [0.16, 0.05, -0.07], [-0.10, -0.08, 0.03], [0.31, -0.27, -0.19], [-0.04, -0.12, 0.35], [0.01, -0.02, -0.08], [-0.21, 0.24, 0.07], [0.22, 0.02, -0.36], [0.10, -0.10, -0.07], [0.08, 0.14, 0.10], [-0.10, -0.07, -0.01], [-1.89, 0.76, 2.10], [2.45, -1.06, -2.39], [0.01, 0.00, -0.19], [-0.06, -0.12, -0.01], [-0.22, -0.04, -0.11], [0.08, -0.02, 0.03], [-0.06, 0.20, -0.05], [0.06, 0.13, 0.03], [0.01, 0.05, -0.20], [-0.10, 0.05, -0.08], [-0.05, 0.03, 0.10], [0.09, -0.08, 0.07], [-0.02, 0.08, -0.10], [-0.07, -0.13, -0.07], [-0.12, -0.10, -0.05], [0.12, -0.14, 0.05], [0.11, 0.04, 0.13], [0.09, -0.09, 0.05], [0.12, 0.08, -0.03], [-0.08, -0.02, -0.11], [-0.14, 0.06, 0.33], [0.19, 0.49, -0.13], [-0.33, -0.43, 0.03], [-0.02, -0.08, -0.24], [0.04, -0.07, 0.06], [0.07, 0.21, -0.01], [-0.06, 0.09, 0.26], [-0.03, -0.20, -0.12]]
}

# 3
{
  "formula": "C30H55MnN2O2P2",
  "method": "ωB97M-V with the def2-TZVPD basis set",
  "gap_ev": [6.23, 4.64],
  "lumo_ev": [-2.062, -4.418],
  "e_homo_ev": [-8.289, -9.062],
  "de_lowest_kj_mol": 0.0,
  "total_energy_ha": -3269.5343,
  "total_charge": 1,
  "multiplicity": 6,
  "species": ["C", "C", "C", "C", "C", "H", "H", "H", "N", "P", "P", "C", "H", "H", "C", "H", "C", "C", "C", "C", "C", "H", "H", "H", "C", "H", "H", "H", "C", "H", "H", "H", "C", "H", "H", "H", "C", "H", "H", "H", "C", "H", "H", "H", "C", "H", "H", "H", "C", "H", "H", "H", "C", "H", "H", "H", "C", "H", "H", "H", "C", "H", "H", "H", "C", "H", "H", "H", "Mn", "C", "O", "N", "C", "C", "C", "C", "C", "H", "H", "H", "H", "H", "H", "H", "H", "H", "C", "O", "H", "H", "H", "H"],
  "xyz": [[-2.41512, 0.95529, -1.39275], [-2.76539, -1.23790, -0.53427], [-3.55467, 0.86630, -2.18529], [-4.00298, -1.28228, -1.21893], [-4.38600, -0.25027, -2.05167], [-3.78413, 1.69566, -2.85474], [-4.59188, -2.18398, -1.10439], [-5.32522, -0.29954, -2.59979], [-2.02014, -0.06930, -0.60768], [-0.63604, 2.43402, 0.20606], [-0.50240, -2.40269, 0.61133], [-1.55170, 2.20907, -1.39432], [-0.82362, 2.15854, -2.22121], [-2.18080, 3.09228, -1.57278], [-2.21237, -2.33989, 0.15644], [-2.82627, -3.24088, 0.24225], [0.33661, -3.41423, -0.80207], [-0.47994, -3.51422, 2.17660], [0.91468, 3.51698, -0.10371], [-1.94094, 3.37677, 1.20899], [1.85143, -3.18918, -0.68676], [2.24500, -3.47423, 0.29493], [2.37083, -3.79793, -1.44299], [2.10273, -2.13413, -0.85409], [-0.00100, -4.90968, -0.77086], [0.39968, -5.43162, 0.10286], [-1.08238, -5.08316, -0.84077], [0.45847, -5.37802, -1.65547], [-0.15913, -2.86761, -2.14677], [0.23911, -3.49566, -2.96149], [-1.25385, -2.88611, -2.21862], [0.18104, -1.83684, -2.31212], [0.96305, -3.98210, 2.42431], [1.65207, -3.12566, 2.45024], [1.00667, -4.47364, 3.40709], [1.31655, -4.70841, 1.68415], [-0.92191, -2.67080, 3.37646], [-0.23748, -1.83926, 3.56888], [-1.93710, -2.27764, 3.24847], [-0.92406, -3.31263, 4.27138], [-1.45110, -4.70141, 2.09259], [-1.21766, -5.41396, 1.29737], [-1.38761, -5.24972, 3.04546], [-2.48688, -4.36462, 1.97139], [-1.40560, 3.56617, 2.63738], [-2.12293, 4.19641, 3.18436], [-1.32772, 2.61047, 3.16654], [-0.42544, 4.05651, 2.66572], [-3.22304, 2.52847, 1.27830], [-3.66238, 2.36057, 0.28707], [-3.04024, 1.56322, 1.76452], [-3.95839, 3.07945, 1.88245], [-2.30927, 4.73906, 0.59313], [-3.27904, 5.04730, 1.01189], [-1.58981, 5.51877, 0.86017], [-2.42157, 4.71361, -0.49763], [1.25260, 3.50197, -1.59827], [0.46777, 3.96884, -2.21176], [2.17940, 4.07591, -1.76368], [1.42551, 2.48145, -1.96009], [2.04241, 2.84952, 0.70612], [2.27320, 1.84203, 0.33508], [2.95153, 3.46336, 0.63462], [1.77864, 2.75839, 1.77037], [0.79305, 4.98198, 0.33330], [0.07246, 5.53857, -0.27887], [0.54873, 5.09291, 1.39569], [1.77415, 5.46012, 0.17974], [-0.40534, 0.05114, 0.45724], [-0.85440, 0.24300, 2.15101], [-1.28755, 0.37047, 3.25291], [1.04492, 0.12403, -0.87610], [1.65817, 0.10742, -1.87754], [2.67150, -0.06279, -2.97416], [2.18679, -1.14897, -3.93606], [2.84741, 1.24013, -3.76387], [4.00915, -0.46142, -2.34450], [2.16532, -2.12915, -3.44439], [1.18249, -0.91518, -4.31254], [2.86079, -1.21997, -4.79777], [3.30953, 2.02144, -3.14747], [3.50716, 1.06206, -4.62376], [1.88664, 1.60487, -4.15054], [4.77437, -0.56776, -3.12268], [4.34974, 0.30398, -1.63303], [3.92946, -1.41889, -1.81465], [2.25938, 0.20559, 4.21550], [2.28651, 0.07263, 2.79590], [2.83282, -0.59893, 4.69529], [1.21239, 0.11506, 4.51721], [2.63435, 1.18098, 4.56249], [3.16623, 0.35948, 2.49171]],
  "forces_ev_per_angstrom": [[0.58, -0.50, 0.43], [-0.04, 1.12, -0.63], [-0.35, -0.01, 0.02], [0.33, -0.46, 0.34], [0.18, 0.37, -0.11], [-0.10, -0.29, 0.20], [-0.13, 0.12, -0.09], [0.23, -0.05, 0.09], [-2.18, -0.22, -1.61], [-0.15, 1.09, -0.16], [1.42, -1.03, 0.12], [-0.10, 0.39, -0.27], [-0.27, -0.10, 0.29], [0.04, -0.34, -0.24], [-0.82, -0.57, -0.27], [-0.03, 0.37, -0.05], [-0.52, -0.24, 0.29], [-0.15, 0.08, -0.43], [-0.48, 0.08, -0.09], [0.36, 0.15, -0.27], [0.07, 0.00, 0.04], [-0.06, 0.06, -0.31], [-0.11, 0.12, 0.11], [-0.09, -0.36, 0.12], [0.25, -0.16, -0.35], [-0.15, 0.14, -0.22], [0.22, 0.02, 0.05], [-0.11, 0.04, 0.16], [-0.02, 0.18, -0.06], [-0.09, 0.22, 0.23], [0.20, -0.06, -0.03], [-0.27, -0.32, 0.06], [-0.02, -0.05, 0.16], [-0.13, -0.19, 0.00], [-0.02, 0.11, -0.19], [-0.08, 0.21, 0.23], [0.10, 0.07, 0.13], [-0.14, -0.16, -0.06], [0.18, 0.01, 0.02], [-0.02, 0.13, -0.24], [0.15, -0.25, 0.10], [-0.11, 0.21, 0.23], [-0.11, 0.12, -0.22], [0.17, -0.10, 0.11], [-0.14, 0.02, 0.15], [0.23, -0.11, -0.03], [-0.01, 0.32, -0.13], [-0.29, -0.09, 0.04], [0.13, -0.09, 0.04], [0.00, 0.06, 0.23], [-0.14, 0.16, -0.16], [0.15, -0.18, -0.13], [-0.19, 0.21, 0.32], [0.19, -0.02, -0.14], [-0.25, -0.23, -0.13], [0.03, 0.05, 0.22], [0.21, 0.00, -0.13], [0.20, -0.10, 0.20], [-0.21, -0.16, 0.06], [-0.12, 0.41, 0.08], [0.06, 0.00, 0.06], [-0.09, 0.29, 0.13], [-0.15, -0.10, -0.01], [0.05, 0.03, -0.27], [0.27, 0.22, -0.12], [0.21, -0.19, 0.21], [0.03, 0.04, -0.36], [-0.21, -0.13, 0.05], [1.83, -0.31, -0.41], [-2.04, 0.26, 7.25], [1.21, -0.20, -3.36], [2.22, -0.08, -3.53], [-0.23, -0.22, 2.17], [-0.15, 0.21, -0.38], [-0.25, -0.43, -0.09], [-0.03, 0.41, -0.03], [0.18, -0.09, 0.53], [-0.05, 0.25, -0.16], [0.21, -0.12, 0.04], [-0.05, 0.12, 0.24], [-0.18, -0.14, -0.15], [-0.16, -0.07, 0.27], [0.23, -0.03, 0.08], [-0.26, 0.06, 0.06], [-0.06, -0.20, -0.18], [0.05, 0.23, -0.12], [-0.14, -0.10, 0.22], [0.61, 0.34, -0.21], [-0.07, 0.19, -0.03], [0.16, 0.02, 0.00], [-0.07, -0.25, -0.17], [-0.55, -0.24, 0.14]]
}

> Number 3 is which compound?

C30H55MnN2O2P2

> Which formula does entry 1 have?

C13H24KN6NbO

> Number 2 is which compound?

C47H46I2N5O3PRe